1.
Entry from the Open Molecules 2025 dataset: a 8-piece molecular cluster, C24H65O22S9 overall (the ωB97M-V functional and the def2-TZVPD basis).

Its HOMO energy is -11.791 eV. For the total energy, the calculation gives -6192.0172 Eh. The calculation puts the HOMO-LUMO gap at 7.63 eV. Its strongest force on any atom is 1.9 eV Å⁻¹. Its spin multiplicity is 1. As for the charge: +1.

```
120
Properties=species:S:1:pos:R:3:lowdin_charge:R:1
C 4.7720 -2.3972 0.9160 -0.128
C 6.1584 -2.4414 0.2046 -0.505
S 7.5833 -1.9721 1.2514 0.850
C 7.2838 -0.2631 1.8081 -0.637
S 7.2562 0.9480 0.4210 1.109
O 8.7392 1.6543 0.3196 -0.315
H 4.8025 -1.9532 1.9173 0.061
H 4.3354 -3.3991 0.9876 0.079
H 4.0657 -1.7996 0.3234 0.055
H 6.3596 -3.4698 -0.1176 0.081
H 6.0912 -1.8623 -0.7290 0.064
H 8.0802 0.0661 2.4869 0.070
H 6.3138 -0.1879 2.3200 0.056
H 7.1721 0.1429 -0.7000 0.044
H 8.6436 2.5932 0.5219 0.089
O 2.9513 2.8692 -0.7592 -0.280
S 2.4079 1.5410 -0.6938 0.578
O 3.2531 0.3843 -0.8668 -0.318
O 1.1598 1.4309 -1.6865 -0.266
C 1.3342 1.8003 -3.0683 -0.238
C 2.0639 0.7269 -3.8531 -0.062
C 1.4994 1.3582 0.8097 -0.106
H 1.8447 2.7620 -3.1461 0.107
H 0.3354 1.9295 -3.4821 0.130
H 3.0995 0.6306 -3.5235 0.066
H 2.0687 0.9710 -4.9152 0.084
H 1.5864 -0.2440 -3.7120 0.083
H 0.8332 2.2091 0.9220 0.086
H 2.2185 1.3296 1.6264 0.074
H 0.9374 0.4281 0.7728 0.055
O 8.2055 -1.0712 -4.0704 -0.292
S 9.5430 -0.8573 -4.5541 0.595
O 10.6322 -1.6723 -4.0995 -0.269
O 9.9229 0.6893 -4.3181 -0.253
C 9.7639 1.2015 -2.9963 -0.274
C 10.8789 0.7594 -2.0661 -0.069
C 9.5392 -0.8265 -6.3185 -0.112
H 8.7829 0.9166 -2.6029 0.088
H 9.7720 2.2878 -3.0849 0.127
H 10.8418 -0.3160 -1.8888 0.075
H 10.7936 1.2629 -1.1034 0.059
H 11.8549 0.9814 -2.4965 0.093
H 8.7403 -0.1719 -6.6575 0.078
H 9.3663 -1.8443 -6.6618 0.081
H 10.5077 -0.4741 -6.6644 0.080
O -1.8328 0.3202 0.2755 -0.280
S -1.9268 -0.6204 -0.8077 0.584
O -2.0974 -0.1829 -2.1648 -0.277
O -3.0568 -1.7041 -0.4582 -0.274
C -4.3727 -1.2339 -0.1156 -0.249
C -5.1598 -0.7889 -1.3340 -0.065
C -0.5423 -1.7141 -0.7407 -0.117
H -4.3075 -0.4351 0.6261 0.119
H -4.8781 -2.0741 0.3583 0.114
H -4.7247 0.1056 -1.7803 0.072
H -6.1907 -0.5612 -1.0611 0.072
H -5.1575 -1.5672 -2.0987 0.085
H -0.4344 -2.0836 0.2762 0.050
H 0.3377 -1.1434 -1.0369 0.053
H -0.7082 -2.5326 -1.4368 0.078
O -1.1341 4.7920 -5.6259 -0.273
S 0.2001 5.1189 -6.0413 0.588
O 1.3300 4.3436 -5.6048 -0.292
O 0.4817 6.6686 -5.7246 -0.263
C 0.2642 7.1341 -4.3842 -0.256
C 1.3832 6.7228 -3.4451 -0.071
C 0.2470 5.2428 -7.8018 -0.119
H -0.7062 6.7918 -4.0178 0.117
H 0.2213 8.2210 -4.4452 0.123
H 1.3961 5.6428 -3.2954 0.061
H 1.2571 7.1973 -2.4713 0.082
H 2.3530 7.0057 -3.8560 0.085
H -0.5807 5.8648 -8.1318 0.077
H 0.1477 4.2363 -8.2027 0.077
H 1.2012 5.6715 -8.0980 0.075
O -10.6111 1.9443 -1.2035 -0.273
S -9.2904 2.2662 -1.6638 0.590
O -8.1520 1.4883 -1.2621 -0.287
O -8.9962 3.8161 -1.3558 -0.265
C -9.1694 4.2807 -0.0092 -0.260
C -8.0206 3.8669 0.8920 -0.075
C -9.3000 2.3915 -3.4250 -0.121
H -10.1277 3.9391 0.3885 0.116
H -9.2129 5.3678 -0.0677 0.121
H -8.0044 2.7870 1.0394 0.070
H -8.1140 4.3406 1.8700 0.081
H -7.0645 4.1490 0.4496 0.084
H -10.1363 3.0158 -3.7280 0.075
H -9.4148 1.3855 -3.8229 0.077
H -8.3546 2.8177 -3.7514 0.075
O -1.0804 -3.9325 1.5727 -0.291
S -2.3001 -4.6948 1.5410 0.593
O -3.5741 -4.0737 1.7620 -0.266
O -2.1501 -5.9481 2.5323 -0.260
C -1.7733 -5.6949 3.8969 -0.254
C -2.9280 -5.1639 4.7250 -0.065
C -2.3720 -5.6116 0.0341 -0.111
H -0.9164 -5.0181 3.9329 0.113
H -1.4454 -6.6520 4.3017 0.122
H -3.2216 -4.1665 4.3978 0.075
H -2.6493 -5.1040 5.7778 0.067
H -3.8023 -5.8079 4.6246 0.089
H -1.4220 -6.1184 -0.1155 0.075
H -2.5549 -4.9016 -0.7707 0.073
H -3.1899 -6.3248 0.0972 0.078
O -3.0972 -4.1871 8.2888 -0.289
S -4.3266 -4.3373 9.0181 0.587
O -5.5970 -4.3158 8.3515 -0.274
O -4.3495 -3.2736 10.2220 -0.264
C -4.1445 -1.8889 9.9044 -0.261
C -5.3803 -1.2512 9.2970 -0.074
C -4.2346 -5.7926 10.0137 -0.120
H -3.2775 -1.7754 9.2495 0.114
H -3.9053 -1.3951 10.8457 0.122
H -5.5950 -1.6663 8.3122 0.071
H -5.2391 -0.1754 9.1873 0.081
H -6.2538 -1.4332 9.9236 0.086
H -3.2909 -5.7907 10.5531 0.074
H -4.2871 -6.6493 9.3453 0.077
H -5.0775 -5.8012 10.7001 0.076
```


2.
Entry from the Open Molecules 2025 dataset: C24H66AgCsN6O14S2 as an isolated structure (the ωB97M-V functional and the def2-TZVPD basis).

Its HOMO energy (spin up / spin down) is -5.137 / -4.965 eV. For the total energy, the calculation gives -3299.3728 Eh. The calculation puts the HOMO-LUMO gap (spin up / spin down) at 7.02 / 6.85 eV. As for the expectation value of S²: 0.7538. The energy above the lowest of the compared OMol25 structures with the same formula, charge and spin comes out at 20.0 kcal/mol. Its strongest force on any atom is 3.1 eV Å⁻¹. Its spin multiplicity is 2. As for the charge: -1.

```
114
Properties=species:S:1:pos:R:3:lowdin_charge:R:1
Ag 2.8049 1.5691 -0.1201 1.005
Cs 1.4584 1.6464 4.2112 1.035
S 0.1200 1.2442 0.6346 0.226
O -0.4921 -0.0706 0.3826 -0.390
O 1.3475 1.0364 1.4394 -0.628
O 0.6876 1.8670 -0.5618 -0.419
O -0.7718 2.1956 1.2716 -0.340
S 3.6096 3.6976 1.5982 0.180
O 4.7923 4.5266 1.4560 -0.360
O 2.9805 3.7412 0.2227 -0.364
O 3.8750 2.2750 1.7223 -0.442
O 2.7145 4.2311 2.6150 -0.421
C 4.0652 -2.6181 -1.0230 -0.057
C 4.0069 -1.1791 -0.4672 -0.376
C 5.0953 -0.2927 -1.0937 -0.190
O 4.9628 1.0638 -0.6568 -0.287
C 6.2137 1.7376 -0.6463 -0.077
N 2.7198 -0.5865 -0.8587 0.036
H 4.9912 -3.1206 -0.7273 0.075
H 4.0401 -2.7042 -2.1112 0.077
H 3.1894 -3.1346 -0.6319 0.059
H 4.1217 -1.1670 0.6169 0.145
H 5.2614 -0.3408 -2.1743 0.128
H 6.0246 -0.6913 -0.6609 0.119
H 6.0505 2.7576 -0.2954 0.090
H 6.6113 1.8612 -1.6591 0.078
H 6.8811 1.2038 0.0320 0.094
H 2.6138 -0.7432 -1.8569 0.084
H 1.9407 -1.1803 -0.5632 0.060
C -2.8115 -2.9757 1.0804 -0.061
C -3.7385 -1.7809 0.9648 -0.419
C -5.1339 -1.9722 1.4916 -0.197
O -5.7572 -3.0375 0.7881 -0.182
C -7.1564 -3.0263 0.9090 -0.131
N -3.1019 -0.5934 1.5872 0.083
H -3.2834 -3.8377 0.5974 0.083
H -2.7618 -3.3392 2.1126 0.073
H -1.8123 -2.8448 0.6782 0.045
H -3.8247 -1.6280 -0.1198 0.096
H -5.8080 -1.1127 1.5552 0.101
H -5.0862 -2.2365 2.5620 0.131
H -7.5866 -3.8766 0.3738 0.081
H -7.6490 -2.1926 0.3978 0.086
H -7.4489 -3.1331 1.9567 0.088
H -3.4989 0.2196 1.1180 0.065
H -2.1676 -0.6069 1.1719 0.024
C -0.5968 -2.9601 4.5364 -0.044
C 0.3344 -2.0168 3.7836 -0.431
C 1.1616 -2.5738 2.6300 -0.187
O 2.0476 -3.5626 3.1024 -0.184
C 2.5916 -4.4049 2.1116 -0.101
N -0.4580 -0.8122 3.4653 0.018
H -1.0823 -2.4683 5.3787 0.080
H -0.0502 -3.7569 5.0463 0.074
H -1.3088 -3.3318 3.7987 0.062
H 1.0715 -1.6454 4.5019 0.112
H 1.7999 -1.8393 2.1210 0.127
H 0.4724 -2.9519 1.8591 0.115
H 1.8602 -4.5411 1.3109 0.084
H 2.8716 -5.3510 2.5741 0.084
H 3.5136 -3.9612 1.7212 0.076
H -1.3098 -1.1169 2.9992 0.040
H 0.0538 -0.3471 2.7225 -0.024
C 4.4069 2.2357 -4.0584 -0.049
C 3.3047 3.0345 -3.3597 -0.394
C 2.2895 3.6911 -4.3137 -0.219
O 1.5262 2.7190 -4.9803 -0.179
C 0.4928 3.3054 -5.7752 -0.096
N 2.6469 2.1289 -2.4138 0.013
H 4.8202 2.9075 -4.8146 0.076
H 3.9835 1.3172 -4.4684 0.079
H 5.1927 1.9700 -3.3544 0.047
H 3.8273 3.8161 -2.8008 0.144
H 2.8691 4.2901 -5.0338 0.118
H 1.7349 4.4473 -3.7485 0.131
H -0.1525 2.5115 -6.1477 0.082
H 1.0352 3.8147 -6.5745 0.084
H -0.2048 3.9943 -5.2924 0.087
H 1.7461 2.5282 -2.1272 0.059
H 2.1538 1.4782 -3.0370 0.079
C -2.4202 -2.1231 -1.8540 -0.067
C -0.9646 -2.2813 -2.3034 -0.380
C -0.6109 -1.0580 -3.2040 -0.182
O 0.6539 -1.0908 -3.8126 -0.205
C 0.9477 -2.1301 -4.7115 -0.108
N -0.0887 -2.4112 -1.1091 0.041
H -3.0345 -2.1376 -2.7631 0.085
H -2.6227 -1.1714 -1.3635 0.081
H -2.8030 -2.9433 -1.2475 0.059
H -0.7402 -3.1518 -2.9247 0.112
H -0.7725 -0.1088 -2.6917 0.132
H -1.3153 -1.0613 -4.0499 0.119
H 0.7034 -3.1159 -4.3053 0.074
H 2.0187 -2.1253 -4.9087 0.086
H 0.3628 -1.9594 -5.6216 0.087
H -0.3988 -1.5779 -0.5589 0.026
H -0.3623 -3.2075 -0.5444 0.047
C -3.0078 4.3715 4.0124 -0.074
C -3.5515 3.0846 3.3994 -0.439
C -3.8595 3.3231 1.9312 -0.192
O -4.4410 2.2220 1.2583 -0.207
C -5.7069 1.8444 1.7168 -0.127
N -2.5119 2.0711 3.6421 0.051
H -2.7990 4.2445 5.0763 0.069
H -3.7852 5.1458 4.0026 0.070
H -2.1070 4.7938 3.5662 0.086
H -4.3848 2.7092 4.0026 0.127
H -2.9382 3.5485 1.3898 0.125
H -4.5270 4.1785 1.7449 0.123
H -6.4090 2.6850 1.6470 0.089
H -5.6420 1.4141 2.7200 0.086
H -6.0860 1.0855 1.0304 0.075
H -1.8236 2.3123 2.9219 0.023
H -2.9067 1.2217 3.2296 0.042
```


3.
Entry from the Open Molecules 2025 dataset: a 7-piece molecular cluster, C24H66ClN6O10 overall (the ωB97M-V functional and the def2-TZVPD basis).

Its HOMO energy is -4.946 eV. For the total energy, the calculation gives -2494.7498 Eh. The calculation puts the HOMO-LUMO gap at 7.51 eV. The energy above the lowest of the compared OMol25 structures with the same formula, charge and spin comes out at 78.6 kcal/mol. Its strongest force on any atom is 3.2 eV Å⁻¹. Its spin multiplicity is 1. As for the charge: -1.

```
107
Properties=species:S:1:pos:R:3:lowdin_charge:R:1
Cl 3.1484 -7.4043 0.1072 0.599
O 4.0998 -8.1820 0.9018 -0.347
O 2.7109 -6.2590 0.8278 -0.377
O 3.6697 -6.9222 -1.1408 -0.370
O 2.0306 -8.2071 -0.1351 -0.344
C -1.0075 -5.6257 -3.0741 -0.056
C -0.0599 -5.5972 -1.8306 -0.423
C 0.3679 -4.2209 -1.3337 -0.204
O 1.0870 -3.3105 -2.1796 -0.172
C 2.4076 -3.7855 -2.3263 -0.130
N -0.7525 -6.2683 -0.7324 0.047
H -0.5785 -5.1325 -3.9463 0.067
H -1.9828 -5.1668 -2.9116 0.070
H -1.1909 -6.6280 -3.4611 0.061
H 0.8473 -6.1159 -2.1406 0.114
H 0.7796 -4.2974 -0.3273 0.117
H -0.5603 -3.6778 -1.1561 0.119
H 3.0793 -3.0127 -2.7000 0.084
H 2.4109 -4.6285 -3.0173 0.088
H 2.7934 -4.0962 -1.3554 0.073
H -1.2117 -7.1132 -1.0411 0.066
H -0.0918 -6.6030 -0.0457 0.047
C 5.8794 -4.6333 -2.4547 -0.068
C 6.7101 -4.5034 -1.1768 -0.394
C 6.1678 -3.2851 -0.3858 -0.177
O 6.8962 -3.2600 0.8351 -0.230
C 7.3095 -1.9508 1.2817 -0.104
N 6.5444 -5.7152 -0.3894 0.042
H 4.8129 -4.6390 -2.2299 0.041
H 6.1081 -5.5298 -3.0308 0.073
H 6.1272 -3.7910 -3.1007 0.066
H 7.7884 -4.4887 -1.3354 0.135
H 5.1368 -3.3124 -0.0331 0.122
H 6.3038 -2.3263 -0.8861 0.112
H 7.8977 -1.3657 0.5746 0.076
H 7.9193 -2.0681 2.1775 0.072
H 6.4945 -1.3102 1.6186 0.076
H 5.5547 -5.9134 -0.4247 0.020
H 6.7754 -6.5203 -0.9537 0.009
C 3.8984 -3.9670 3.7728 -0.063
C 5.2570 -4.2141 3.0619 -0.425
C 6.3179 -4.3960 4.1013 -0.162
O 7.5598 -4.6423 3.3494 -0.173
C 8.7346 -4.4792 4.0861 -0.159
N 5.2398 -5.3828 2.1960 0.077
H 3.6982 -4.6469 4.6009 0.058
H 3.1001 -3.9029 3.0334 0.074
H 3.9061 -2.9938 4.2635 0.063
H 5.3422 -3.3249 2.4372 0.113
H 6.1447 -5.0977 4.9171 0.124
H 6.4725 -3.4437 4.6086 0.116
H 8.6954 -4.8301 5.1173 0.071
H 9.1125 -3.4642 4.2087 0.071
H 9.5923 -5.0663 3.7579 0.081
H 4.3606 -5.4524 1.7037 0.022
H 5.1561 -6.2228 2.7505 0.080
C 0.7800 -5.4170 8.1697 -0.060
C 0.0778 -6.1819 7.0007 -0.446
C 0.4505 -5.6997 5.6284 -0.203
O -0.1830 -6.5712 4.6735 -0.193
C -0.1136 -6.0762 3.3321 -0.086
N 0.2390 -7.6327 7.1452 0.037
H 0.3045 -4.4371 8.2118 0.067
H 1.8339 -5.2246 7.9690 0.073
H 0.5311 -5.9722 9.0741 0.070
H -0.9872 -6.0550 7.1951 0.130
H 1.5218 -5.5952 5.4563 0.114
H 0.0393 -4.6932 5.5504 0.122
H 0.9561 -6.0558 3.1239 0.078
H -0.5255 -5.0703 3.2512 0.080
H -0.6716 -6.6730 2.6106 0.084
H -0.1921 -7.9271 8.0098 0.060
H 1.2151 -7.6032 7.4028 0.062
C 6.8181 -10.5989 -0.9193 -0.071
C 7.5107 -9.2502 -1.0259 -0.396
C 8.8454 -9.3645 -1.8678 -0.156
O 9.8306 -10.0727 -1.0913 -0.179
C 11.0229 -10.3056 -1.7653 -0.156
N 6.5892 -8.3046 -1.6271 0.040
H 6.4294 -11.0337 -1.8402 0.065
H 5.9163 -10.5751 -0.3075 0.077
H 7.5387 -11.2959 -0.4917 0.073
H 7.7156 -8.9569 0.0037 0.146
H 9.1146 -8.3269 -2.0654 0.118
H 8.7439 -9.8864 -2.8194 0.120
H 11.5094 -9.4693 -2.2671 0.085
H 11.0267 -11.1212 -2.4884 0.077
H 11.7137 -10.7095 -1.0253 0.083
H 5.6488 -8.4387 -1.2839 0.053
H 6.4930 -8.7214 -2.5421 0.079
C 4.3486 -12.2557 -4.3659 -0.058
C 2.8151 -12.3345 -4.2528 -0.431
C 2.1290 -11.2197 -5.0586 -0.223
O 2.5596 -9.9036 -4.7594 -0.183
C 2.1752 -9.3570 -3.5049 -0.088
N 2.3695 -13.6729 -4.7086 0.027
H 4.8330 -13.0411 -3.7857 0.072
H 4.6669 -11.2481 -4.0986 0.070
H 4.6641 -12.5266 -5.3735 0.072
H 2.5164 -12.1869 -3.2149 0.128
H 1.0551 -11.4065 -5.0537 0.116
H 2.4370 -11.4500 -6.0785 0.118
H 1.1064 -9.1518 -3.5655 0.085
H 2.6408 -8.3914 -3.3075 0.079
H 2.4086 -9.9534 -2.6230 0.084
H 2.5151 -13.8997 -5.6820 0.061
H 1.3643 -13.6822 -4.6109 0.056
```